[1]
A molecular structure, C45H41BaCl2GeN4O2P2, computed with the ωB97M-V functional and the def2-TZVPD basis.

Output
**Energy above the lowest of the compared OMol25 structures with the same formula, charge and spin**: 1.3 kcal/mol
**2S+1**: 2
**<S²>**: 0.768
**Largest force on an atom**: 0.3 eV/A
**E_LUMO (spin up / spin down)**: -0.131 / -2.011 eV
**Gap between HOMO and LUMO (spin up / spin down)**: 6.21 / 4.33 eV

Element x y z (Å)
Ba  -0.15  0.64  -0.04
Cl  -5.56  6.12  0.45
C  -4.16  5.23  -0.04
C  -3.99  3.96  0.38
C  -2.84  3.19  0.01
N  -2.58  1.97  0.49
C  -3.54  1.25  1.14
O  -4.75  1.33  0.99
C  -3.02  0.20  2.11
C  -3.94  -0.55  2.83
C  -3.48  -1.48  3.73
C  -2.11  -1.64  3.90
C  -1.27  -0.85  3.14
N  -1.70  0.05  2.25
C  -1.87  3.80  -0.90
C  -2.10  5.15  -1.31
C  -3.19  5.84  -0.89
Cl  -3.40  7.48  -1.40
N  -0.78  3.10  -1.24
C  -0.01  3.52  -2.29
O  -0.34  4.24  -3.22
C  1.41  2.96  -2.34
C  2.29  3.48  -3.28
C  3.57  2.94  -3.36
C  3.91  1.90  -2.51
C  2.97  1.44  -1.61
N  1.74  1.97  -1.52
H  -4.74  3.51  1.02
H  -4.99  -0.38  2.65
H  -4.18  -2.08  4.30
H  -1.71  -2.35  4.61
H  -0.19  -0.94  3.24
H  -1.40  5.63  -1.96
H  1.95  4.27  -3.93
H  4.27  3.33  -4.08
H  4.89  1.44  -2.56
H  3.17  0.60  -0.97
C  1.63  -3.12  1.69
P  2.15  -1.37  1.52
C  3.81  -1.60  0.78
C  2.58  -0.90  3.25
C  2.98  -1.85  4.19
C  3.25  -1.50  5.51
C  3.12  -0.18  5.91
C  2.73  0.78  4.99
C  2.45  0.44  3.66
P  1.94  1.71  2.44
C  1.43  3.14  3.47
C  3.57  2.32  1.84
H  2.41  -3.77  2.09
H  1.37  -3.46  0.68
H  0.73  -3.19  2.30
H  4.41  -2.31  1.34
H  4.34  -0.65  0.73
H  3.66  -1.97  -0.24
H  3.08  -2.89  3.90
H  3.56  -2.26  6.21
H  3.32  0.10  6.93
H  2.63  1.80  5.31
H  2.23  3.52  4.11
H  0.57  2.87  4.08
H  1.13  3.93  2.79
H  4.20  2.63  2.67
H  3.40  3.16  1.17
H  4.07  1.53  1.28
C  2.25  -3.42  -2.40
Ge  0.90  -2.01  -1.99
C  0.33  -1.51  -3.85
C  -0.52  -2.29  -4.64
C  -0.91  -1.88  -5.90
C  -0.46  -0.67  -6.42
C  0.39  0.12  -5.66
C  0.77  -0.30  -4.39
C  -0.65  -3.13  -1.35
C  -0.45  -4.41  -0.88
C  -1.43  -5.11  -0.14
C  -2.63  -4.52  0.14
C  -2.92  -3.22  -0.35
C  -4.17  -2.61  -0.12
C  -4.46  -1.37  -0.63
C  -3.49  -0.69  -1.40
C  -2.27  -1.26  -1.63
C  -1.93  -2.54  -1.11
H  1.84  -4.19  -3.05
H  2.65  -3.90  -1.50
H  3.10  -2.96  -2.92
H  -0.89  -3.24  -4.24
H  -1.58  -2.51  -6.49
H  -0.77  -0.35  -7.40
H  0.74  1.06  -6.05
H  1.43  0.33  -3.80
H  0.49  -4.91  -1.07
H  -1.23  -6.11  0.21
H  -3.39  -5.04  0.72
H  -4.91  -3.15  0.46
H  -5.42  -0.91  -0.44
H  -3.73  0.28  -1.82
H  -1.57  -0.77  -2.30

[2]
A single C16H21N5O molecule, computed with the ωB97M-V functional and the def2-TZVPD basis.

Output
**Energy above the lowest of the compared OMol25 structures with the same formula, charge and spin**: 20.3 kcal/mol
**SMILES**: [H]/N=C/Cc1ccc2nc(CCCCN)c(C/C=N/[H])nc2c1O
**Largest force on an atom**: 0.5 eV/A
**E_LUMO**: 0.063 eV
**Gap between HOMO and LUMO**: 8.54 eV

Element x y z (Å)
H  4.10  -3.25  3.13
N  3.95  -2.54  2.43
C  5.04  -2.20  1.89
C  5.12  -1.14  0.82
C  3.81  -0.90  0.13
C  3.44  -1.69  -0.98
C  2.24  -1.53  -1.62
C  1.34  -0.57  -1.15
N  0.13  -0.40  -1.76
C  -0.69  0.49  -1.28
C  -2.03  0.61  -1.97
C  -3.26  0.26  -1.10
C  -2.99  -0.84  -0.09
C  -4.28  -1.49  0.44
N  -5.01  -0.72  1.45
C  -0.33  1.31  -0.16
C  -1.24  2.37  0.43
C  -1.64  3.48  -0.50
N  -1.02  4.58  -0.48
H  -1.42  5.22  -1.17
N  0.83  1.17  0.44
C  1.68  0.22  -0.04
C  2.93  0.04  0.59
O  3.24  0.78  1.70
H  6.00  -2.65  2.18
H  5.86  -1.47  0.09
H  5.48  -0.21  1.27
H  4.13  -2.45  -1.35
H  1.98  -2.13  -2.48
H  -2.14  1.60  -2.42
H  -2.00  -0.10  -2.80
H  -3.61  1.18  -0.61
H  -4.05  -0.06  -1.79
H  -2.47  -0.42  0.78
H  -2.36  -1.61  -0.53
H  -4.95  -1.66  -0.41
H  -4.02  -2.45  0.88
H  -5.00  0.26  1.21
H  -4.54  -0.81  2.34
H  -2.12  1.90  0.87
H  -0.67  2.82  1.25
H  -2.48  3.30  -1.17
H  3.03  1.70  1.52

[3]
2 unconnected molecules or ions with the total composition C5H7NO3, computed with the ωB97M-V functional and the def2-TZVPD basis.

Output
**Energy above the lowest of the compared OMol25 structures with the same formula, charge and spin**: 92.8 kcal/mol
**SMILES**: COC(C)=O.N=C=C=O
**Largest force on an atom**: 1.7 eV/A
**E_LUMO**: -0.814 eV
**Gap between HOMO and LUMO**: 7.42 eV

Element x y z (Å)
C  -0.87  -1.93  -0.28
O  -1.51  -0.66  -0.28
C  -1.03  0.26  0.55
C  -1.81  1.54  0.47
O  -0.08  0.08  1.28
H  -0.77  -2.31  0.74
H  -1.50  -2.59  -0.87
H  0.13  -1.86  -0.73
H  -2.35  1.69  1.40
H  -2.51  1.50  -0.36
H  -1.12  2.38  0.34
N  2.38  -0.87  0.11
C  2.85  0.04  -0.58
C  3.02  1.27  -0.98
O  3.47  2.11  -1.67
H  1.71  -0.66  0.85

[4]
2 unconnected molecules or ions with the total composition ClHO3S, computed with the ωB97M-V functional and the def2-TZVPD basis.

Output
**Energy above the lowest of the compared OMol25 structures with the same formula, charge and spin**: 1.7 kcal/mol
**SMILES**: O=S(=O)=O.Cl
**Largest force on an atom**: 2.0 eV/A
**E_LUMO**: -0.254 eV
**Gap between HOMO and LUMO**: 11.93 eV

Element x y z (Å)
O  2.75  1.44  -0.27
S  1.66  1.62  -1.17
O  0.66  2.52  -0.75
O  1.56  0.97  -2.41
Cl  0.76  -0.45  0.51
H  1.92  -0.27  1.07

[5]
2 unconnected molecules or ions with the total composition C4H12NO2, computed with the ωB97M-V functional and the def2-TZVPD basis.

Output
**Net charge**: -1
**Energy above the lowest of the compared OMol25 structures with the same formula, charge and spin**: 41.9 kcal/mol
**Largest force on an atom**: 3.5 eV/A
**E_LUMO**: 3.907 eV
**Gap between HOMO and LUMO**: 7.04 eV

Element x y z (Å)
C  -1.96  -1.13  -0.92
C  -0.63  -1.82  -1.13
N  0.56  -1.19  -0.53
C  0.40  -0.57  0.75
C  1.44  0.69  0.95
O  1.31  1.60  0.07
H  -2.17  -0.20  -1.59
H  -2.86  -1.80  -1.17
H  -2.03  -0.84  0.13
H  -0.21  -1.86  -2.22
H  -0.80  -2.89  -0.74
H  0.98  -0.58  -1.23
H  -0.64  -0.08  1.07
H  0.54  -1.41  1.45
H  2.40  0.14  0.93
H  1.34  1.14  1.98
H  0.78  2.93  1.08
H  0.92  3.92  0.07
O  0.62  3.94  1.06

[6]
3 unconnected molecules or ions with the total composition C43H43Br2O10P, computed with the ωB97M-V functional and the def2-TZVPD basis.

Output
**SMILES**: C=CC[C@](CCCC)(OCCCCC(=O)O)[C@H](O[C@H](O)Br)P(O)Br.O=C1c2ccccc2C(=O)c2ccccc21.O=C1c2ccccc2C(=O)c2ccccc21
**Largest force on an atom**: 0.9 eV/A
**E_LUMO**: -1.045 eV
**Gap between HOMO and LUMO**: 7.91 eV

Element x y z (Å)
C  2.20  6.38  4.74
C  2.76  5.34  4.15
C  3.39  5.42  2.79
C  2.56  4.70  1.68
C  2.71  5.50  0.37
C  2.00  6.87  0.36
C  2.88  8.11  0.57
C  4.16  8.13  -0.25
O  1.22  4.66  2.13
C  0.30  3.96  1.33
C  -1.11  4.41  1.68
C  -2.11  4.06  0.57
C  -2.50  5.27  -0.31
C  -2.01  5.15  -1.73
O  -1.85  4.12  -2.32
O  -1.80  6.37  -2.34
C  3.16  3.29  1.48
O  2.74  2.68  0.26
C  3.72  2.55  -0.71
O  3.14  2.33  -1.92
Br  4.92  1.03  -0.23
P  2.77  2.14  2.96
O  2.61  0.72  2.19
Br  4.85  1.91  3.77
H  2.47  7.41  4.50
H  1.46  6.24  5.52
H  2.80  4.40  4.69
H  4.39  4.99  2.81
H  3.47  6.48  2.53
H  2.29  4.91  -0.44
H  3.78  5.58  0.16
H  1.21  6.86  1.12
H  1.52  6.98  -0.61
H  3.10  8.28  1.63
H  2.27  8.97  0.28
H  4.92  7.50  0.21
H  4.00  7.74  -1.26
H  4.59  9.13  -0.31
H  0.48  4.10  0.26
H  0.38  2.88  1.54
H  -1.43  3.96  2.62
H  -1.09  5.49  1.85
H  -3.02  3.67  1.02
H  -1.73  3.27  -0.07
H  -3.59  5.37  -0.36
H  -2.11  6.20  0.09
H  -0.86  6.50  -2.50
H  4.25  3.41  1.46
H  4.36  3.42  -0.79
H  2.63  1.51  -1.88
H  2.00  0.80  1.44
O  0.70  -2.50  1.94
C  1.18  -3.60  1.75
C  2.66  -3.80  1.70
C  3.49  -2.70  1.89
C  4.86  -2.87  1.87
C  5.41  -4.12  1.65
C  4.59  -5.22  1.44
C  3.21  -5.06  1.46
C  2.34  -6.25  1.22
O  2.82  -7.33  0.96
C  0.87  -6.06  1.30
C  0.03  -7.15  1.11
C  -1.34  -7.00  1.21
C  -1.89  -5.76  1.49
C  -1.07  -4.66  1.67
C  0.31  -4.80  1.57
H  3.05  -1.73  2.07
H  5.50  -2.01  2.02
H  6.49  -4.25  1.64
H  5.00  -6.20  1.26
H  0.47  -8.12  0.89
H  -1.99  -7.86  1.06
H  -2.96  -5.65  1.57
H  -1.48  -3.68  1.89
O  -6.85  -5.50  -5.62
C  -6.12  -5.52  -4.65
C  -4.96  -6.45  -4.58
C  -4.70  -7.29  -5.66
C  -3.60  -8.13  -5.63
C  -2.76  -8.15  -4.52
C  -3.03  -7.33  -3.44
C  -4.13  -6.48  -3.46
C  -4.40  -5.62  -2.27
O  -3.70  -5.69  -1.28
C  -5.55  -4.68  -2.35
C  -5.80  -3.83  -1.28
C  -6.85  -2.93  -1.34
C  -7.64  -2.86  -2.48
C  -7.40  -3.70  -3.55
C  -6.36  -4.62  -3.49
H  -5.35  -7.26  -6.52
H  -3.40  -8.78  -6.47
H  -1.90  -8.81  -4.50
H  -2.39  -7.34  -2.56
H  -5.17  -3.90  -0.40
H  -7.04  -2.27  -0.50
H  -8.46  -2.15  -2.52
H  -8.02  -3.66  -4.44

[7]
A molecular structure, C31H27GeN6O2PtS2, computed with the ωB97M-V functional and the def2-TZVPD basis.

Output
**Net charge**: -1
**Energy above the lowest of the compared OMol25 structures with the same formula, charge and spin**: 0.0 kcal/mol
**Largest force on an atom**: 0.6 eV/A
**E_LUMO**: 1.133 eV
**Gap between HOMO and LUMO**: 5.87 eV

Element x y z (Å)
Pt  1.73  -1.72  -2.15
C  4.91  -3.09  -5.97
S  5.65  -2.02  -4.71
C  4.28  -2.07  -3.57
S  3.11  -0.83  -3.72
N  4.27  -3.07  -2.74
N  3.14  -3.05  -1.96
C  2.93  -4.01  -1.13
C  1.70  -3.93  -0.34
C  1.30  -4.90  0.56
C  0.11  -4.71  1.26
C  -0.63  -3.58  1.03
C  -0.19  -2.65  0.10
N  0.95  -2.82  -0.56
H  5.64  -3.19  -6.77
H  4.00  -2.65  -6.36
H  4.70  -4.08  -5.56
H  3.63  -4.83  -1.04
H  1.91  -5.78  0.71
H  -0.22  -5.46  1.97
H  -1.56  -3.39  1.56
H  -0.73  -1.74  -0.12
N  0.57  -3.74  -3.65
C  -0.25  -3.88  -4.46
N  -1.13  -4.06  -5.41
C  -2.26  -4.65  -5.08
N  -3.29  -5.16  -4.88
O  0.19  -0.44  -2.39
C  -0.19  0.35  -1.46
O  0.22  0.30  -0.29
C  -1.26  1.35  -1.82
C  -1.16  2.62  -1.00
Ge  -0.98  2.30  0.94
C  0.81  2.34  1.76
C  0.89  2.66  3.11
C  2.12  2.73  3.76
C  3.29  2.49  3.05
C  3.22  2.19  1.70
C  1.99  2.11  1.06
C  -2.08  0.80  1.55
C  -1.54  -0.22  2.32
C  -2.32  -1.29  2.74
C  -3.66  -1.37  2.37
C  -4.21  -0.36  1.59
C  -3.43  0.71  1.19
C  -1.81  3.91  1.76
C  -1.28  5.17  1.45
C  -1.83  6.33  1.96
C  -2.93  6.26  2.81
C  -3.46  5.03  3.13
C  -2.90  3.87  2.61
H  -2.22  0.86  -1.58
H  -1.26  1.52  -2.90
H  -2.06  3.22  -1.12
H  -0.32  3.24  -1.33
H  -0.01  2.87  3.68
H  2.16  2.97  4.81
H  4.25  2.55  3.55
H  4.12  2.00  1.13
H  1.96  1.82  0.02
H  -0.49  -0.19  2.59
H  -1.88  -2.08  3.34
H  -4.26  -2.21  2.68
H  -5.25  -0.42  1.29
H  -3.88  1.49  0.58
H  -0.41  5.24  0.80
H  -1.40  7.29  1.70
H  -3.36  7.17  3.21
H  -4.32  4.96  3.80
H  -3.34  2.91  2.89

[8]
A molecular structure, C16H30NOOsP, computed with the ωB97M-V functional and the def2-TZVPD basis.

Output
**Net charge**: +2
**2S+1**: 5
**<S²>**: 6.026
**Largest force on an atom**: 5.3 eV/A
**E_LUMO (spin up / spin down)**: -7.029 / -8.886 eV
**Gap between HOMO and LUMO (spin up / spin down)**: 7.70 / 6.37 eV

Element x y z (Å)
C  -0.36  -4.95  0.01
C  0.52  -4.32  0.88
C  0.83  -2.96  0.72
C  0.20  -2.22  -0.29
C  -0.69  -2.86  -1.17
C  -0.96  -4.22  -1.03
C  1.82  -2.36  1.66
C  2.46  -1.05  1.22
N  3.00  -1.12  -0.21
Os  0.15  -0.13  -0.24
C  -1.38  -2.05  -2.22
P  -0.67  -0.31  -2.22
H  0.99  -4.87  1.70
H  -1.65  -4.69  -1.73
H  -0.59  -6.01  0.13
H  -2.47  -1.95  -2.02
H  -1.26  -2.48  -3.22
H  1.33  -2.17  2.63
H  2.61  -3.09  1.90
H  1.77  -0.17  1.27
C  -2.03  0.70  -2.86
C  0.48  -0.46  -3.63
H  3.34  -0.81  1.83
C  3.66  -2.42  -0.62
C  3.87  0.08  -0.49
H  -0.79  1.22  -0.69
H  4.66  -2.18  -1.00
H  3.71  -3.11  0.23
H  3.07  -2.87  -1.41
H  4.87  -0.28  -0.74
H  3.44  0.67  -1.30
H  3.93  0.69  0.42
H  -0.08  -0.69  -4.55
H  1.00  0.50  -3.74
H  1.21  -1.25  -3.45
H  -2.65  0.14  -3.58
H  -2.63  1.03  -2.01
H  -1.58  1.58  -3.34
H  2.25  -1.11  -0.91
C  -2.86  1.47  1.53
C  -1.63  0.58  1.71
C  -1.72  -0.17  3.04
O  -1.57  -0.37  0.69
H  -3.75  0.84  1.40
H  -2.75  2.13  0.66
H  -3.00  2.09  2.41
H  -0.70  1.20  1.67
H  -2.52  -0.91  2.99
H  -0.77  -0.67  3.28
H  -1.94  0.54  3.85

[9]
A single C6H7ClN2O molecule, computed with the ωB97M-V functional and the def2-TZVPD basis.

Output
**Energy above the lowest of the compared OMol25 structures with the same formula, charge and spin**: 52.5 kcal/mol
**SMILES**: C[C@@H](Cl)C(=O)c1ncc[nH]1
**Largest force on an atom**: 5.2 eV/A
**E_LUMO**: 0.518 eV
**Gap between HOMO and LUMO**: 9.63 eV

Element x y z (Å)
C  -2.88  0.89  -0.43
C  -2.34  -0.16  0.45
Cl  -2.70  -1.78  -0.13
C  -0.47  0.10  0.65
O  -0.32  1.27  0.99
C  1.08  -0.39  0.28
N  1.53  -1.61  0.32
C  2.84  -1.50  -0.06
C  3.15  -0.19  -0.32
N  1.96  0.52  -0.11
H  -2.89  1.88  0.11
H  -2.22  1.07  -1.32
H  -3.83  0.67  -0.79
H  -2.47  -0.16  1.48
H  3.61  -2.25  0.12
H  4.13  0.26  -0.70
H  1.83  1.37  -0.53

[10]
2 unconnected molecules or ions with the total composition CH4FP, computed with the ωB97M-V functional and the def2-TZVPD basis.

Output
**Energy above the lowest of the compared OMol25 structures with the same formula, charge and spin**: 39.2 kcal/mol
**Largest force on an atom**: 3.7 eV/A
**E_LUMO**: -0.016 eV
**Gap between HOMO and LUMO**: 9.35 eV

Element x y z (Å)
C  -0.72  -0.14  -0.42
F  1.74  -0.66  0.15
P  0.91  0.76  -0.10
H  -0.76  -0.29  -1.49
H  -1.63  0.36  -0.08
H  -0.72  -1.09  0.07
H  1.19  1.07  1.87

Listing electronic energy for the structures above in their given order: -5814.5189; -971.2927; -475.1011; -1084.6607; -364.7887; -7906.1850; -4669.2365; -1188.9104; -877.6813; -481.6563 Eh.